ORCA calculation (ωB97M-V/def2-TZVPD) on a structure of composition C22H22O12PdS4Se.

Summary:
Lowest unoccupied orbital energy (alpha / beta), eV: 3.90 / 3.90
E_tot, eV: -159906.0072
Net charge: -2
Frontier orbital gap (alpha / beta), eV: 7.43 / 7.41
Strongest force on any atom, eV/A: 0.81
HOMO level (alpha / beta), eV: -3.53 / -3.51

Last column: Mulliken charge in e.
Geometry (Å):
Pd  1.78749  1.77201  -0.05496  1.807
O  3.77102  0.45168  3.45636  -0.722
S  2.44265  0.27335  2.93323  1.132
O  1.40664  0.12281  3.94620  -0.759
O  2.00913  1.29798  1.95966  -0.827
C  2.45032  -1.31678  2.06497  -0.018
C  1.74481  -2.32861  2.71465  -0.533
C  1.69208  -3.61590  2.20784  -0.530
C  2.34720  -3.91390  1.02275  -0.553
C  3.04483  -2.91554  0.36525  -0.686
C  3.11206  -1.61918  0.87293  0.167
S  3.98539  -0.45379  -0.19889  1.328
O  2.88285  0.01120  -1.08076  -0.522
O  4.94069  -1.27107  -0.92057  -0.793
O  4.54130  0.59174  0.61975  -0.681
H  1.23091  -2.07241  3.62968  0.501
H  1.13363  -4.37988  2.73701  0.357
H  2.31456  -4.91528  0.60836  0.375
H  3.56976  -3.11965  -0.55804  0.497
O  0.05044  -0.70969  -0.06293  0.106
S  -0.43546  -1.88513  -0.82670  0.070
C  -2.20619  -1.55227  -1.17577  -1.004
C  -2.46520  -0.08566  -1.51164  -0.750
C  -2.52520  0.80877  -0.26588  -0.013
C  -2.16967  2.25227  -0.58002  -0.460
S  -1.53691  3.27685  0.79626  0.066
O  -0.10065  2.95230  0.96853  -0.428
C  -2.29738  2.41010  2.18319  0.415
C  -3.63468  2.59729  2.50279  -0.541
C  -4.17669  1.91946  3.58565  -0.477
C  -3.37564  1.07144  4.34410  -0.400
C  -2.03424  0.90589  4.02375  -0.635
C  -1.48521  1.57989  2.94101  -0.594
C  0.12982  -1.70301  -2.51869  0.750
C  -0.00284  -2.78190  -3.38397  -0.806
C  0.44522  -2.66211  -4.68961  -0.534
C  1.03699  -1.47379  -5.10894  -0.504
C  1.18233  -0.41425  -4.22645  -0.849
C  0.73002  -0.52293  -2.91759  -0.197
H  -2.74581  -1.85116  -0.27317  0.484
H  -2.48445  -2.22918  -1.98627  0.529
H  -3.40693  -0.01940  -2.06577  0.558
H  -1.68602  0.27121  -2.18889  0.188
H  -1.82428  0.42850  0.47253  -0.036
H  -3.52331  0.75159  0.17964  0.407
H  -2.99753  2.82094  -1.01053  0.421
H  -1.32891  2.32403  -1.27641  0.034
H  -4.24819  3.26815  1.90981  0.369
H  -5.22079  2.05661  3.84226  0.358
H  -3.80033  0.54582  5.19151  0.359
H  -1.39366  0.25377  4.60441  0.498
H  -0.43809  1.46202  2.67988  0.684
H  -0.43595  -3.71256  -3.03120  0.420
H  0.35338  -3.49788  -5.37298  0.360
H  1.40363  -1.38468  -6.12439  0.368
H  1.66600  0.50283  -4.53658  0.500
H  0.87103  0.28844  -2.21800  0.590
O  1.80756  4.42640  -3.24598  -0.716
Se  1.13290  3.93442  -1.86696  1.243
O  2.03253  4.18406  -0.51663  -0.720
O  1.15217  2.20333  -1.83842  -0.916
O  -0.42116  4.39045  -1.73039  -0.736

***

ORCA calculation (ωB97M-V/def2-TZVPD) on a structure of composition C22H23AgF4N5O2Se.

Summary:
Lowest unoccupied orbital energy, eV: 2.68
E_tot, eV: -114950.4333
Net charge: -1
Frontier orbital gap, eV: 7.06
Strongest force on any atom, eV/A: 0.52
HOMO level, eV: -4.38

Last column: Mulliken charge in e.
Geometry (Å):
Ag  -0.34176  0.31061  0.67932  0.007
C  2.10641  2.79103  0.36097  -1.130
N  0.82880  2.44184  -0.23651  0.858
C  -0.11688  3.53503  -0.06356  -1.272
C  1.00016  2.11203  -1.65096  -1.413
C  -0.20793  1.43568  -2.28175  -0.868
N  -0.45537  0.17353  -1.61175  0.527
C  -1.39182  -0.66080  -2.09771  0.795
C  -1.47254  -1.97930  -1.56961  -0.103
F  -0.59226  -2.33433  -0.59579  -0.280
C  -2.37242  -2.91928  -1.99684  0.012
F  -2.35412  -4.13954  -1.41736  -0.338
C  -3.28524  -2.66177  -3.00760  -0.586
C  -3.23053  -1.39537  -3.54886  0.157
F  -4.09589  -1.06327  -4.53387  -0.338
C  -2.33709  -0.43168  -3.12566  0.157
F  -2.41434  0.78300  -3.73148  -0.371
H  2.56225  3.66944  -0.12650  0.343
H  2.79845  1.95297  0.27331  0.239
H  1.97008  3.01210  1.41965  0.294
H  0.19326  4.42939  -0.63056  0.285
H  -0.17875  3.79734  0.99143  0.433
H  -1.10910  3.23760  -0.39998  0.277
H  1.85715  1.43886  -1.73505  0.550
H  1.23968  3.02643  -2.22276  0.331
H  0.04296  1.28537  -3.34109  0.428
H  -1.06602  2.11739  -2.26548  0.586
H  -4.00163  -3.39794  -3.33581  0.487
Se  -1.82911  -0.16021  2.78163  -0.374
C  -2.33948  1.48368  3.56531  -0.046
C  -2.73599  1.55012  4.90390  -0.318
C  -3.11991  2.76321  5.44790  -0.318
N  -3.14733  3.91883  4.78032  -0.631
C  -2.77687  3.85028  3.49958  -0.359
C  -2.37737  2.68975  2.86095  -0.036
H  -2.73610  0.65392  5.51089  0.348
H  -3.42508  2.81371  6.48925  0.320
H  -2.80814  4.78630  2.94845  0.346
H  -2.10475  2.70244  1.81550  0.372
O  1.81133  -1.27259  -2.77407  -0.569
C  2.00152  -2.61406  -2.43697  -0.506
N  3.36567  -2.89875  -2.04569  -0.045
C  3.88782  -3.04374  -0.79842  0.113
O  5.03107  -3.42987  -0.62340  -0.678
C  3.00213  -2.67113  0.35099  0.353
C  2.80300  -3.54009  1.41308  -0.602
C  1.98242  -3.13948  2.45178  -0.654
C  1.39111  -1.88444  2.39863  -0.457
N  1.60544  -1.02998  1.39925  -0.443
C  2.39476  -1.42411  0.40113  0.300
H  1.06738  -0.88337  -2.25548  0.081
H  1.80482  -3.22516  -3.32199  0.313
H  1.32665  -2.92669  -1.64184  0.347
H  4.03205  -3.07284  -2.78289  0.243
H  3.28659  -4.50886  1.41479  0.455
H  1.78611  -3.79045  3.29273  0.403
H  0.70388  -1.54526  3.16669  0.379
H  2.54086  -0.71753  -0.41013  0.596

***

ORCA calculation (ωB97M-V/def2-TZVPD) on a cluster of 5 separate species, C22H23Br4N3O6 in total in a non-equilibrium geometry.

Summary:
Structure (SMILES): O=[N+]([O-])c1ccccc1.O=[N+]([O-])c1ccccc1.O=[N+]([O-])c1ccccc1.BrCCBr.BrCCBr
Lowest unoccupied orbital energy, eV: -0.98
E_tot, eV: -320103.1203
Net charge: 0
Frontier orbital gap, eV: 8.99
Strongest force on any atom, eV/A: 2.94
HOMO level, eV: -9.97

Last column: Mulliken charge in e.
Geometry (Å):
O  3.12528  -17.60950  9.21462  -0.470
N  2.13860  -17.68590  9.93884  1.006
O  2.08595  -18.29522  10.97087  -0.586
C  1.03584  -16.65644  9.61728  -0.075
C  0.03540  -16.45084  10.54867  -0.268
C  -0.84870  -15.38414  10.36095  -0.513
C  -0.76645  -14.60763  9.19294  -0.434
C  0.20778  -14.84801  8.25736  -0.317
C  1.15039  -15.87915  8.47171  -0.411
H  -0.05118  -17.17747  11.35175  0.447
H  -1.70028  -15.21842  11.04679  0.336
H  -1.47119  -13.82668  8.92264  0.375
H  0.32563  -14.23563  7.35778  0.374
H  1.84705  -15.98112  7.70813  0.607
O  5.49587  -10.20852  5.88323  -0.595
N  5.59690  -10.25154  7.08303  0.982
O  6.24932  -9.40844  7.70435  -0.595
C  5.02557  -11.39235  7.87084  0.000
C  4.25062  -12.29786  7.19328  -0.748
C  3.71982  -13.32980  7.94103  0.049
C  3.84265  -13.42408  9.30612  -0.337
C  4.46811  -12.43607  9.97384  -0.493
C  5.09841  -11.39440  9.27667  -0.247
H  4.08969  -12.12989  6.14272  0.481
H  3.03652  -14.03346  7.51823  0.150
H  3.34512  -14.24828  9.72055  0.562
H  4.49046  -12.39257  11.05888  0.383
H  5.71580  -10.67271  9.90369  0.339
O  5.39229  -23.34548  8.16342  -0.616
N  5.10453  -22.24221  8.64058  1.002
O  4.62654  -21.36675  8.00678  -0.579
C  5.35429  -22.02449  10.11306  0.061
C  6.16993  -22.85031  10.83178  -0.511
C  6.47581  -22.50994  12.13860  -0.398
C  5.84784  -21.42754  12.79806  -0.582
C  4.99209  -20.57567  12.05653  -0.268
C  4.73504  -20.88985  10.68775  -0.049
H  6.62394  -23.69244  10.36970  0.487
H  7.13686  -23.20176  12.69558  0.322
H  5.96574  -21.21534  13.83597  0.417
H  4.51207  -19.69210  12.51302  0.380
H  4.21354  -20.20071  9.95276  0.318
Br  10.56711  -16.83304  11.39130  -0.166
C  10.71734  -16.53017  9.52567  -0.154
C  12.17218  -16.80236  9.08588  -0.645
Br  13.33931  -15.31091  9.47225  -0.140
H  10.44200  -15.48698  9.40552  0.368
H  10.08127  -17.23068  9.05849  -0.028
H  12.29049  -16.99674  8.03203  0.371
H  12.58085  -17.67327  9.58187  0.391
Br  7.01438  -15.32913  8.56618  -0.165
C  6.11222  -16.83289  9.44963  -0.771
C  7.18642  -17.87334  9.86428  0.443
Br  7.68792  -18.75776  8.15834  -0.176
H  5.45856  -17.23560  8.67330  0.417
H  5.60276  -16.49137  10.34178  0.429
H  6.67582  -18.67029  10.33821  -0.072
H  8.09712  -17.48458  10.32320  -0.090

***

ORCA calculation (ωB97M-V/def2-TZVPD) on the molecule C22H23BrN2O4.

Summary:
Structure (SMILES): COc1cccc(/C(O)=C2/C(=O)C(=O)N(CCN(C)C)[C@H]2c2ccc(Br)cc2)c1
Lowest unoccupied orbital energy, eV: -0.32
E_tot, eV: -104400.0119
Net charge: 0
Frontier orbital gap, eV: 8.12
Strongest force on any atom, eV/A: 0.85
HOMO level, eV: -8.44

Last column: Mulliken charge in e.
Geometry (Å):
C  -3.46231  -1.91658  -1.82741  -0.701
O  -3.47400  -2.25122  -0.45888  -0.450
C  -2.29931  -2.51343  0.16045  0.241
C  -2.37936  -2.80244  1.52562  -0.555
C  -1.23781  -3.06119  2.25286  -0.863
C  0.00797  -3.00836  1.64847  -0.477
C  0.09318  -2.72618  0.29309  0.134
C  1.40729  -2.58708  -0.36867  0.246
O  1.69893  -3.45008  -1.32595  -0.625
C  2.25197  -1.56614  -0.04906  -0.513
C  3.44658  -1.30759  -0.80858  0.421
O  3.89724  -2.01570  -1.70192  -0.781
C  3.98567  0.02432  -0.31411  0.377
O  4.98506  0.60785  -0.67149  -0.665
N  3.12124  0.45124  0.63877  0.345
C  3.33021  1.68016  1.36552  -1.137
C  3.10852  2.91962  0.48923  -1.036
N  1.72514  3.07218  0.07486  0.766
C  1.60936  3.82954  -1.15458  -1.213
C  0.90308  3.65183  1.11545  -1.309
C  2.00308  -0.43026  0.90783  -0.624
C  0.65833  0.20091  0.63107  1.292
C  -0.31980  0.25633  1.61175  -0.107
C  -1.58193  0.74344  1.32204  -0.992
C  -1.85081  1.18567  0.04015  -0.135
Br  -3.59335  1.82982  -0.38052  -0.149
C  -0.87964  1.16422  -0.94736  -1.238
C  0.37475  0.67335  -0.64434  0.050
C  -1.05498  -2.49972  -0.45832  0.286
H  -2.85684  -1.02511  -2.01702  0.222
H  -3.09308  -2.74468  -2.43992  0.338
H  -4.49865  -1.70782  -2.08631  0.232
H  -3.35400  -2.81844  1.98645  0.481
H  -1.31545  -3.29651  3.30351  0.409
H  0.90459  -3.20248  2.21613  0.515
H  2.57715  -3.20214  -1.72229  0.477
H  2.66605  1.68274  2.23038  0.425
H  4.37034  1.69902  1.70871  0.487
H  3.72966  2.79983  -0.40001  0.539
H  3.47121  3.80373  1.04069  0.292
H  0.56189  3.85861  -1.45189  0.340
H  1.97150  4.86377  -1.05425  0.351
H  2.18061  3.33528  -1.93845  0.361
H  1.21967  4.67249  1.38248  0.366
H  0.94247  3.03153  2.00860  0.318
H  -0.13014  3.68763  0.77389  0.328
H  2.03943  -0.75879  1.95695  0.297
H  -0.10848  -0.10004  2.60906  0.487
H  -2.34751  0.77218  2.08150  0.528
H  -1.10563  1.52222  -1.94038  0.619
H  1.13600  0.64294  -1.40782  0.496
H  -0.95198  -2.29156  -1.51100  0.504